(1)
106
Properties=species:S:1:pos:R:3:forces:R:3 method="wB97M-V/def2-TZVPD" max_force_ev_per_a=9.51 spin_multiplicity=3 mol_weight_g_mol=782.852 e_tot_ev=-86557.5928 total_charge=0 homo_lumo_gap_ev="7.5507 / 7.5058" homo_ev="-8.429 / -8.384"
S 4.9784 0.2464 3.9334 4.6 -3.8 7.4
F 5.9419 -0.5917 -1.0212 1.7 5.1 -0.1
F 5.9699 1.2578 -2.5264 1.4 -1.5 4.8
F 5.5390 2.8245 2.2136 0.9 -4.2 -2.3
F 6.3471 -0.8630 1.8766 -3.5 3.6 0.6
F 7.8831 0.9036 -1.1469 -5.7 -0.5 0.5
F 4.1967 2.0334 -0.4398 5.0 -1.0 1.4
F 7.4344 1.4705 1.7022 -5.0 0.5 -1.0
F 6.2662 3.2168 -0.4033 -1.8 -4.5 0.9
F 4.0915 -0.2850 1.3626 3.6 2.0 2.0
O 5.3641 -1.1912 4.4597 -2.1 4.8 -2.9
O -2.0530 4.6416 1.3917 1.2 -1.0 0.9
O 1.2241 2.1499 3.7666 1.2 1.3 1.5
O -2.4488 -0.2569 -3.5597 2.8 0.7 -2.4
O -2.0271 -2.8516 2.5078 0.8 1.1 -3.5
O 5.9030 1.2284 4.7150 -3.7 -1.9 -3.8
N -1.5324 -0.0015 -4.5966 -4.5 -0.8 2.3
N 0.7738 -2.4707 4.5648 0.1 1.5 2.0
N -1.7748 -2.6507 1.1380 -1.3 -2.5 4.3
N 2.2365 -0.5611 3.7280 0.8 1.7 0.9
C -0.5091 4.9925 6.1424 0.1 1.7 -1.1
C -0.6406 -3.5552 0.7467 2.0 -0.2 -0.7
C 6.3813 0.8172 -1.1408 1.0 -1.2 -3.9
C -4.2557 -2.0668 1.0640 0.5 -0.2 0.6
C 5.6602 1.8644 -0.1067 -0.5 3.2 -1.1
C 0.2958 3.6247 5.7321 1.4 0.3 1.5
C -0.8412 4.8427 2.2542 -0.7 -0.8 -0.2
C -0.4443 6.3071 5.4482 -0.6 -2.1 0.7
C 0.5561 -3.4919 1.7536 -0.9 -0.1 0.2
C -0.7864 3.5890 3.3091 0.3 -0.3 -0.4
C -3.0698 -2.8470 0.4053 -1.5 0.9 -1.2
C -0.6234 1.8866 -5.9587 0.1 -0.1 -0.2
C -1.6137 -1.1451 -5.5679 0.9 -1.5 -0.9
C -3.1081 1.3856 -6.0286 -0.1 -0.3 0.1
C -2.9753 -2.2199 -1.0113 0.2 -0.1 -0.1
C -2.8845 -1.0860 -6.4593 -0.1 0.4 0.2
C -1.8357 1.3628 -5.1434 0.7 1.9 -0.3
C -0.0208 -3.0642 -0.5921 -0.1 0.1 -0.3
C 1.0616 -0.9565 4.5922 -2.4 -0.2 -0.4
C 2.6301 2.0323 4.1820 1.3 1.1 0.5
C -2.0012 2.4370 -4.0175 -0.2 -0.7 0.3
C 5.2955 0.2035 2.0784 0.8 -2.7 -2.5
C -2.3453 -5.2308 -0.2175 0.1 0.0 0.0
C -3.1260 0.2871 -7.0859 0.1 -0.1 0.0
C -0.3417 -1.1605 -6.4620 0.2 0.2 -0.2
C -1.5851 -2.5407 -4.8598 -0.4 0.5 0.5
C -3.4736 -4.3391 0.2890 0.3 -0.1 0.3
C 3.1404 0.4597 4.3805 -3.2 0.7 0.5
C -1.0762 -5.0404 0.6131 -0.5 0.1 0.1
C 0.6605 3.4821 4.1395 -1.9 0.7 0.1
C 5.9439 1.5861 1.4825 2.0 1.9 1.0
H -1.5481 -3.3531 -5.5973 0.1 0.4 -0.1
H -4.0037 1.2768 -5.4015 0.2 0.0 0.1
H -0.9775 5.8991 2.7399 0.3 -2.2 -0.8
H 1.3556 4.3788 3.8531 -1.1 -1.8 0.3
H 0.3077 1.7906 -5.3880 -0.2 -0.1 0.0
H -0.4898 1.3875 -6.9163 0.0 -0.1 0.1
H -0.0719 -2.1778 -6.7724 -0.3 0.1 0.2
H -2.8206 -1.8349 -7.2578 0.2 0.0 0.2
H -3.8005 -4.7169 1.2676 0.1 0.2 0.0
H -2.1447 -5.0280 -1.2735 0.0 0.0 0.0
H -2.0955 3.4427 -4.4446 0.1 -0.3 -0.2
H -0.9074 2.5997 2.6563 0.5 2.0 1.4
H -2.4782 -2.7271 -4.2531 0.2 0.3 0.0
H -3.2059 2.3590 -6.5270 0.2 -0.1 0.3
H 1.2750 3.5990 6.4124 -1.8 -0.2 -1.5
H -0.7036 -2.6387 -4.2162 -0.1 0.1 -0.1
H -2.2212 3.6603 1.2680 0.6 1.8 0.3
H -4.5363 -2.4711 2.0435 0.3 0.1 -0.1
H -1.4487 6.6940 4.9374 1.9 0.0 2.5
H -0.4651 -3.5406 -1.4686 -0.1 0.1 0.1
H -0.2775 -2.6115 4.5650 1.7 0.3 0.0
H -3.9630 -2.1768 -1.4883 0.1 -0.1 0.3
H 1.0516 -3.2883 -0.6532 -0.3 -0.1 0.3
H 0.9073 -2.4622 1.8850 -0.1 -0.2 0.0
H -5.1571 -2.1236 0.4418 0.4 -0.1 -0.1
H 1.1508 -2.8322 5.4896 -0.8 0.3 -1.6
H -0.7429 2.9507 -6.2002 -0.2 -0.2 0.2
H 0.3036 -3.8992 2.7389 0.0 0.3 -0.4
H 0.5052 6.9742 5.2975 -1.5 -2.2 -0.8
H -0.4655 -0.5992 -7.3906 0.0 0.1 0.2
H -2.9000 2.2789 -3.4103 0.3 -0.2 -0.1
H 1.9195 -0.1738 2.8028 0.3 -0.6 1.5
H -2.3478 -2.7827 -1.6995 0.1 0.1 0.1
H -2.6582 -6.2799 -0.1640 0.0 0.1 0.0
H -1.1318 2.4451 -3.3487 -0.1 -0.1 -0.1
H -1.2527 -5.4665 1.6089 0.1 0.2 0.0
H -1.7190 3.5839 4.0477 2.1 0.3 -1.5
H 1.4045 -4.0869 1.3911 -0.3 0.1 -0.3
H 3.1027 0.2799 5.5604 0.8 0.1 -2.7
H 0.5292 -0.7644 -5.9276 -0.2 0.0 -0.1
H -4.3379 -4.4469 -0.3794 0.1 0.3 0.1
H -0.3350 2.6847 6.0486 1.0 2.0 -0.6
H -2.5977 -1.1918 -0.9639 0.0 -0.2 0.0
H -4.0972 0.2867 -7.5942 0.1 0.0 0.0
H -3.7680 -1.3499 -5.8641 0.2 0.0 0.1
H -0.1113 -1.9775 -0.7014 -0.1 -0.2 0.0
H -1.1921 4.9294 7.1186 0.5 -0.4 -3.0
H 1.1239 -0.6186 5.7103 0.4 -0.2 -2.2
H -2.3796 0.4909 -7.8591 0.0 0.0 0.0
H -0.2676 -5.6323 0.1676 0.1 0.3 0.1
H 0.1049 4.8670 1.5610 -1.6 -0.2 1.4
H -4.0093 -1.0052 1.1881 0.0 -0.2 0.0
H 2.8300 2.5742 5.2263 -0.5 -1.2 -2.3
H 0.0970 -0.4470 4.1090 2.1 -0.9 1.2
H 3.2801 2.6063 3.3966 -1.0 -1.1 1.3



(2)
94
Properties=species:S:1:pos:R:3:forces:R:3 method="wB97M-V/def2-TZVPD" max_force_ev_per_a=2.89 spin_multiplicity=5 mol_weight_g_mol=607.706 e_tot_ev=-87592.8230 total_charge=-1 e_above_lowest_ev=1.146 homo_lumo_gap_ev="5.8835 / 6.2148" homo_ev="-3.361 / -3.693"
Fe 1.5511 0.6693 0.3386 -0.9 -1.5 0.8
Si -1.5056 -1.2041 0.3835 1.4 0.6 0.3
O 3.8666 2.2042 -0.3846 2.2 1.0 -1.6
O -1.1217 -2.4933 1.3693 -0.1 -1.3 0.1
O 0.2353 2.9945 -4.4498 0.8 -1.3 0.5
O -2.7997 -0.4917 1.1060 -1.2 0.5 0.9
O -2.1211 -1.8704 -0.9870 -1.0 -0.2 -1.0
O -0.2636 -0.2412 0.0557 -1.1 -0.7 0.0
C 0.6710 2.7471 -3.0749 0.3 1.2 0.0
C -0.4694 2.1606 1.4948 0.9 0.7 0.8
C 1.9595 -1.5794 1.8144 0.6 -0.1 -0.9
C 3.8445 4.6666 -0.0144 -0.1 0.3 0.2
C -3.8846 1.0648 2.5942 0.0 0.5 0.0
C 0.6420 2.6643 0.7352 0.0 0.1 1.4
C 5.8305 3.3429 0.7818 0.0 -0.1 0.6
C -1.0698 -4.5388 0.0451 0.2 -0.3 -0.4
C 4.6899 3.4434 -0.2253 0.6 -0.1 -0.9
C 0.6314 1.8607 -5.2515 -0.9 -0.5 -0.3
C 1.2406 1.3243 -2.9668 -0.4 0.2 -0.4
C 1.9588 -1.8563 0.4087 1.2 0.5 0.9
C -3.5893 -0.1159 -1.8490 -0.1 0.4 -0.1
C 0.0161 1.6853 2.7475 -0.1 0.6 -0.5
C -0.7094 -4.5969 2.4980 0.2 0.0 0.2
C 2.9566 -1.0320 -0.2136 0.0 -0.2 0.8
C -2.6195 -0.8658 3.5149 0.2 -0.1 0.5
C -4.7935 -1.1830 2.3879 -0.4 -0.4 0.0
C 2.9431 -0.5925 2.0761 0.5 -0.6 -0.9
C 1.5425 0.9244 -4.4292 0.0 0.7 0.1
C -1.4732 -3.9119 1.3660 0.4 0.9 -0.2
C -3.3028 -1.6118 -1.7796 0.7 0.0 0.4
C 5.2988 3.2931 -1.6476 -0.4 0.3 0.1
C -2.9617 -4.1588 1.5536 -0.5 -0.3 0.0
C 1.8298 2.4915 1.5687 -1.1 0.0 0.7
C -4.5177 -2.3284 -1.2061 -0.4 -0.2 0.0
C 3.5939 -0.2673 0.8462 -0.4 -1.0 0.1
C -3.4955 -0.3885 2.3710 0.7 -0.1 -0.5
C -2.9938 -2.1772 -3.1632 0.0 -0.1 -0.2
C 4.6455 1.9107 -1.6205 -0.4 0.1 0.1
C 1.4260 1.8216 2.7698 -0.5 1.3 -0.2
H -0.9813 -5.6642 2.5338 0.0 0.3 0.0
H -3.0075 1.7176 2.6319 -0.1 -0.1 0.0
H -0.1829 2.9552 -2.4011 0.4 -0.4 -0.4
H 3.1947 -0.1490 3.0382 -0.1 -0.3 -0.3
H 6.3843 4.2970 0.8057 -0.2 -0.3 -0.2
H -3.5590 -3.6449 0.7930 0.2 0.0 0.2
H 4.3427 5.5356 -0.4626 0.0 -0.1 0.1
H -4.7890 -1.9556 -0.2091 0.2 0.0 -0.3
H -1.3901 -5.5936 0.0349 0.1 0.3 -0.1
H 2.8529 4.5575 -0.4683 0.2 0.0 0.1
H 1.3788 -2.6135 -0.0921 -0.3 0.3 0.0
H 1.3142 -0.1419 -4.5642 0.2 0.4 -0.3
H -4.3556 -3.4134 -1.1420 0.0 0.2 -0.1
H -4.5435 1.4056 1.7840 0.2 0.0 0.1
H -4.4392 0.0918 -2.5218 0.3 -0.1 0.1
H -3.3137 -3.8708 2.5488 0.1 0.0 -0.1
H -0.9451 -4.1573 3.4761 0.0 0.0 -0.2
H -2.0894 -1.7153 -3.5789 -0.2 0.0 0.1
H 0.6088 3.2597 -0.1682 -0.1 -0.1 0.0
H 3.7350 4.8397 1.0552 -0.2 0.2 0.0
H -3.1552 -5.2439 1.4357 0.1 0.5 0.1
H 0.0177 -4.5119 -0.0853 -0.1 0.0 0.0
H -5.4882 -0.8724 1.5993 0.1 0.1 0.1
H 1.0751 2.2230 -6.1943 0.0 0.0 0.4
H -1.6816 -0.3003 3.5563 -0.2 -0.2 -0.1
H 1.4480 3.5243 -2.8417 -0.5 -0.6 -0.1
H -0.5992 1.3873 3.6060 0.3 -0.2 -0.6
H -2.8133 -3.2584 -3.0950 0.0 0.2 0.0
H 5.4783 3.1731 1.8042 -0.1 -0.1 -0.1
H 2.7585 3.0217 1.4382 0.0 -0.5 -0.1
H -3.8374 0.2732 -0.8531 0.1 -0.1 -0.3
H 5.3857 1.1113 -1.4681 -0.5 0.0 0.0
H -5.2694 -0.9916 3.3630 0.0 -0.1 -0.3
H 2.0689 1.5859 3.6250 -0.3 0.1 -0.5
H 0.3746 -4.5335 2.3468 -0.2 0.1 0.0
H 6.3982 3.3432 -1.7076 -0.4 -0.2 0.1
H -4.4281 1.1690 3.5475 0.1 0.0 -0.3
H 3.2134 -1.0215 -1.2759 0.1 -0.1 0.4
H 4.5262 0.2757 0.7712 -0.4 0.2 -0.1
H -5.3743 -2.1543 -1.8785 0.2 -0.1 0.2
H 0.5048 0.6681 -2.4813 0.3 0.0 -0.2
H -0.2761 1.2842 -5.5438 0.3 0.4 0.2
H -2.3672 -1.9255 3.4060 -0.1 0.2 0.0
H -2.7127 0.4302 -2.2181 -0.1 -0.1 0.1
H -3.1619 -0.7141 4.4663 0.2 -0.1 -0.3
H 2.1726 1.2903 -2.4120 -0.3 0.1 0.4
H 1.3490 -2.0738 2.5638 -0.1 0.3 -0.3
H 3.9859 1.7008 -2.4786 0.3 -0.2 0.5
H 6.5522 2.5483 0.5439 -0.3 0.1 -0.1
H -1.5312 -4.0027 -0.7897 0.1 -0.2 0.2
H -3.8383 -2.0077 -3.8491 0.2 0.0 0.1
H -4.6455 -2.2644 2.2986 0.1 0.3 0.0
H -1.5142 2.2259 1.2133 0.3 -0.3 -0.2
H 2.5995 1.1357 -4.6824 -0.4 -0.3 0.2
H 4.8890 4.0001 -2.3878 0.0 -0.4 0.3